(1)
Density functional theory data (wB97M-V/def2-TZVPD) for a molecular structure, C27H35Cl2DyPSi.

Calculated values
- <S²>: 9.43
- 2S+1: 6
- HOMO level (alpha / beta): -10.4 / -10.9 eV
- Net charge: +1
- Energy above the lowest of the compared OMol25 structures with the same formula, charge and spin: 0.444 eV
- HOMO-LUMO gap (alpha / beta): 7.47 / 7.47 eV

Element x y z (Å)
1 Dy -1.1462 -0.3878 0.2361
2 Cl -2.8413 1.1273 -1.6365
3 C -2.1703 2.5988 -2.3688
4 C -2.9960 3.2380 -3.2732
5 C -2.5388 4.4099 -3.8600
6 C -1.2905 4.9145 -3.5294
7 C -0.4916 4.2521 -2.6108
8 C -0.9173 3.0699 -2.0027
9 P 0.1248 2.1635 -0.8248
10 C 1.7596 2.9150 -0.9683
11 C 2.1465 4.0047 -0.1911
12 C 3.4019 4.5692 -0.3662
13 C 4.2688 4.0525 -1.3186
14 C 3.8881 2.9661 -2.0954
15 C 2.6386 2.3934 -1.9153
16 C -0.4955 2.6281 0.8172
17 C 0.1111 1.9818 1.9005
18 C -0.3105 2.2226 3.1986
19 C -1.3684 3.0936 3.4196
20 C -1.9855 3.7284 2.3514
21 C -1.5502 3.5052 1.0534
22 H -3.9673 2.8301 -3.5119
23 H -3.1648 4.9224 -4.5777
24 H -0.9389 5.8281 -3.9883
25 H 0.4817 4.6572 -2.3663
26 H 1.4727 4.4138 0.5519
27 H 3.6994 5.4139 0.2404
28 H 5.2476 4.4937 -1.4524
29 H 4.5664 2.5623 -2.8347
30 H 2.3514 1.5395 -2.5185
31 H 0.9510 1.3081 1.7313
32 H 0.1717 1.7268 4.0301
33 H -1.7177 3.2733 4.4273
34 H -2.8125 4.4017 2.5319
35 H -2.0397 4.0053 0.2269
36 Cl -3.0018 0.0050 1.7679
37 C -1.0754 -3.3152 2.7638
38 Si -0.3996 -3.1124 1.0392
39 C -1.3409 -4.1855 -0.2120
40 C -1.0974 -5.6717 0.1038
41 C -0.9692 -3.9092 -1.6685
42 C -2.8415 -3.8980 -0.0443
43 C 1.5020 -3.0652 1.0411
44 C 2.1208 -2.8512 -0.3398
45 C 2.0446 -4.3710 1.6471
46 C 1.9455 -1.9006 1.9384
47 H -0.8228 -4.3163 3.1296
48 H -2.1590 -3.2058 2.7886
49 H -0.6612 -2.5908 3.4649
50 H -0.0616 -5.9709 -0.0668
51 H -1.7204 -6.2909 -0.5495
52 H -1.3609 -5.9257 1.1323
53 H 0.0507 -4.1984 -1.9155
54 H -1.0876 -2.8523 -1.9412
55 H -1.6344 -4.4721 -2.3299
56 H -3.2118 -4.1128 0.9581
57 H -3.4098 -4.5141 -0.7469
58 H -3.1065 -2.8563 -0.2694
59 H 1.9869 -3.7042 -1.0031
60 H 3.1980 -2.6867 -0.2388
61 H 1.7170 -1.9687 -0.8518
62 H 1.8100 -5.2437 1.0354
63 H 1.6630 -4.5513 2.6536
64 H 3.1357 -4.3171 1.7215
65 H 1.6708 -0.9237 1.5165
66 H 3.0366 -1.8927 2.0189
67 H 1.5422 -1.9534 2.9511

(2)
Density functional theory data (wB97M-V/def2-TZVPD) for 3 unconnected molecules or ions with the total composition C27H35F2O3S.

Calculated values
- HOMO level: -11.1 eV
- Net charge: +1
- HOMO-LUMO gap: 7.95 eV

Element x y z (Å)
1 C -4.8907 0.8356 -8.7761
2 C -3.5748 1.7186 -8.6838
3 O -3.1767 2.0791 -7.3547
4 C -3.2083 0.9673 -6.4547
5 C -2.3132 1.3076 -5.1823
6 O -2.9377 0.7009 -4.0361
7 C -2.0014 0.1823 -3.0972
8 C -2.0472 1.0086 -1.7329
9 O -2.0391 0.0891 -0.6119
10 C -1.5216 0.7185 0.5667
11 S -2.4188 0.0596 2.0236
12 C -2.2054 -1.7495 2.2417
13 C -1.2432 -2.4821 1.2355
14 C -0.0623 -3.2568 1.9264
15 C 1.2545 -3.1796 1.2598
16 C 2.4436 -3.8679 1.7451
17 C 2.2859 -4.6695 2.9791
18 C 0.9990 -4.7594 3.6627
19 C -0.1886 -4.0531 3.1372
20 H -4.6048 -0.1978 -9.0930
21 H -5.5027 1.2584 -9.6259
22 H -5.5361 0.8798 -7.8671
23 H -3.8042 2.6888 -9.2108
24 H -2.7717 1.2182 -9.2881
25 H -4.2665 0.8949 -6.0615
26 H -2.9384 -0.0161 -6.9235
27 H -1.2890 0.9221 -5.4151
28 H -2.3783 2.4196 -5.0628
29 H -2.3199 -0.8802 -2.8784
30 H -0.9385 0.1723 -3.4483
31 H -1.2020 1.7492 -1.6757
32 H -3.0403 1.5404 -1.7451
33 H -1.5079 1.8325 0.5048
34 H -0.4556 0.3454 0.6569
35 H -3.7580 0.2285 1.7088
36 H -1.9012 -1.9153 3.3153
37 H -3.2232 -2.2287 2.1598
38 H -0.7988 -1.8559 0.4270
39 H -1.8515 -3.2775 0.7122
40 H 1.3789 -2.5636 0.3295
41 H 3.4094 -3.7846 1.1969
42 H 3.1727 -5.2114 3.3735
43 H 0.8605 -5.3747 4.5851
44 H -1.1715 -4.1200 3.6625
45 F 0.0849 3.0868 0.4585
46 C 0.2320 3.8237 1.5865
47 C 0.2944 3.1823 2.8099
48 C 0.4498 3.9371 3.9658
49 C 0.5301 5.3219 3.8832
50 C 0.4610 5.9530 2.6465
51 C 0.3165 5.1991 1.4893
52 H 0.2224 2.1014 2.8551
53 H 0.5079 3.4460 4.9296
54 H 0.6471 5.9102 4.7855
55 H 0.5197 7.0326 2.5836
56 H 0.2697 5.6728 0.5165
57 F 5.4959 -3.1981 1.7598
58 C 5.6125 -2.4762 2.8917
59 C 5.6599 -3.1292 4.1095
60 C 5.7849 -2.3851 5.2755
61 C 5.8503 -0.9978 5.2097
62 C 5.7966 -0.3544 3.9791
63 C 5.6824 -1.0978 2.8113
64 H 5.5997 -4.2103 4.1412
65 H 5.8310 -2.8860 6.2349
66 H 5.9437 -0.4181 6.1205
67 H 5.8438 0.7269 3.9288
68 H 5.6481 -0.6143 1.8427

(3)
Density functional theory data (wB97M-V/def2-TZVPD) for a molecular structure, C27H35F5IrN4OP2Te.

Calculated values
- <S²>: 8.78
- 2S+1: 6
- HOMO level (alpha / beta): -13.0 / -13.1 eV
- Net charge: +2
- HOMO-LUMO gap (alpha / beta): 6.09 / 3.93 eV

Element x y z (Å)
1 Ir 0.0299 0.6935 0.4633
2 C -1.4276 1.2520 -2.5738
3 C -1.2367 -0.0421 -2.8928
4 C -0.0810 -0.4478 -3.7796
5 C 1.1382 0.5080 -3.5504
6 C 1.3114 1.0869 -2.1554
7 C 0.8407 2.2514 -1.5796
8 C 0.0638 3.2513 -2.4101
9 C -0.9891 2.5207 -3.2808
10 C 1.2872 1.1562 2.0434
11 H -2.0820 1.5022 -1.7408
12 H -2.0490 -0.7787 -2.7297
13 H -0.3175 -0.3728 -4.8590
14 H 0.1919 -1.5087 -3.6379
15 H 2.0858 -0.0427 -3.7856
16 H 1.0902 1.3241 -4.2958
17 H 2.2092 0.6466 -1.7293
18 H 1.3817 2.8023 -0.7914
19 H 0.7355 3.8651 -3.0519
20 H -0.4286 3.9599 -1.7190
21 H -1.8624 3.2010 -3.3369
22 H -0.5734 2.4202 -4.3087
23 H 0.9928 2.1990 2.2781
24 H 2.3670 1.1242 1.8622
25 H 1.0834 0.5362 2.9280
26 P 1.6896 -0.8074 0.1958
27 P -1.6726 -0.6523 -0.0575
28 N 3.4702 0.1155 -0.1666
29 N 2.5770 -1.9439 1.3694
30 N -3.2031 0.6036 -0.2204
31 N -2.5985 -1.6275 1.1928
32 C 0.8639 -1.9783 -0.9329
33 C -0.6688 -2.1742 -0.6518
34 C 3.5434 1.5048 -0.0519
35 C 4.7856 1.9547 -0.4572
36 C 5.4998 0.8229 -0.9400
37 C 4.6553 -0.2864 -0.7784
38 C 3.3294 -1.4797 2.4574
39 C 4.2089 -2.4778 2.8759
40 C 3.9988 -3.6061 2.0218
41 C 3.0522 -3.2298 1.0835
42 C -3.0230 1.9800 -0.0626
43 C -4.2308 2.6553 -0.3226
44 C -5.1818 1.6729 -0.7117
45 C -4.4991 0.4338 -0.6928
46 C -3.9653 -1.7492 1.4832
47 C -4.1823 -2.8575 2.3099
48 C -2.8985 -3.4543 2.5465
49 C -1.9573 -2.6589 1.8956
50 H 1.3719 -2.9483 -0.8710
51 H 1.0015 -1.6039 -1.9533
52 H -1.2108 -2.5244 -1.5505
53 H -0.7187 -2.9714 0.1101
54 H 2.7256 2.1087 0.3191
55 H 5.1147 2.9797 -0.3501
56 H 6.5048 0.8316 -1.3335
57 H 4.8057 -1.3271 -1.0522
58 H 3.1233 -0.5073 2.8701
59 H 4.9284 -2.4127 3.6867
60 H 4.4679 -4.5785 2.1004
61 H 2.6466 -3.7824 0.2562
62 H -2.0585 2.3896 0.2046
63 H -4.3569 3.7282 -0.2669
64 H -6.2138 1.8586 -1.0012
65 H -4.8504 -0.5613 -0.9358
66 H -4.6899 -1.0223 1.1466
67 H -5.1479 -3.1852 2.7057
68 H -2.6769 -4.3604 3.1044
69 H -0.8783 -2.7848 1.8316
70 F -2.3533 0.4043 5.4365
71 Te -1.8840 1.0004 3.6929
72 F -2.7162 2.6746 4.0329
73 F -1.0231 -0.7097 3.5910
74 F -3.5541 0.3035 3.0774
75 F -0.3092 1.7234 4.4672
76 O -1.4032 1.4091 1.9294